The following is a quantum chemistry calculation of a molecular structure, C4H6ClNO at a distorted geometry, from the Open Molecules 2025 dataset.

Structure (XYZ):
```
13
Properties=species:S:1:pos:R:3:forces:R:3
C 1.152 0.773 -0.468 3.0 0.6 1.0
C -0.048 0.273 -0.500 -1.9 -0.4 0.5
C -2.804 0.221 -0.014 0.1 5.0 -2.9
C 2.554 0.294 -0.055 0.0 -1.6 -2.7
N -2.708 -0.839 0.591 -0.5 -2.9 1.4
O -3.039 1.239 -0.543 -0.1 -2.6 1.4
Cl -0.007 -1.503 0.255 0.3 -0.7 0.1
H 1.381 1.806 -0.648 -1.3 0.8 -0.8
H 2.981 0.890 0.737 0.2 0.3 0.0
H 2.520 -0.758 0.264 0.3 0.3 -0.1
H 3.207 0.341 -1.066 -1.1 0.0 2.5
H -1.660 -1.302 0.621 0.2 0.3 -0.2
H -3.529 -1.436 0.826 0.9 0.9 -0.3
```
Positions in Å, forces in eV/Å.

Output
Lowest unoccupied orbital energy (eV): -0.2
Charge: 0
Largest force on an atom (hartree/bohr): 0.1118
Highest occupied orbital energy (eV): -7.990
Kohn-Sham gap (eV): 7.80
Energy above the lowest of the compared OMol25 structures with the same formula, charge and spin (kJ/mol): 503.3



The following is a quantum chemistry calculation of a molecular structure, C25H20BF4NO5PSV at a distorted geometry, from the Open Molecules 2025 dataset.

Structure (XYZ):
```
59
Properties=species:S:1:pos:R:3:forces:R:3
V -0.444 1.714 -0.297 -0.2 -0.1 -2.7
O 0.888 0.609 3.012 -0.3 0.2 -0.4
C 0.004 0.460 2.212 0.1 -1.8 2.1
O -0.187 1.273 1.195 1.4 -0.8 7.8
C -0.980 -0.664 2.226 -0.1 -0.1 0.0
C -1.343 -1.212 3.455 0.1 0.0 -0.2
C -2.270 -2.242 3.508 0.1 0.0 0.0
C -2.810 -2.764 2.341 0.0 0.0 -0.1
C -2.452 -2.227 1.113 0.1 0.1 0.1
C -1.552 -1.163 1.047 -0.1 -0.2 -0.2
P -1.186 -0.488 -0.607 -0.1 0.0 -0.1
C -0.152 -1.670 -1.483 -0.2 -0.2 0.0
C 0.010 -1.545 -2.867 0.0 0.1 0.2
C 0.802 -2.455 -3.544 0.1 0.0 0.0
C 1.446 -3.471 -2.848 0.0 0.0 0.0
C 1.298 -3.586 -1.473 0.1 0.0 -0.1
C 0.498 -2.689 -0.786 -0.1 0.2 -0.1
C -2.793 -0.245 -1.402 0.0 -0.2 0.0
C -3.523 0.835 -0.889 0.3 -0.2 0.0
C -4.734 1.179 -1.458 0.0 0.0 0.1
C -5.235 0.428 -2.515 0.1 0.0 0.1
C -4.529 -0.661 -3.002 0.0 0.1 -0.1
C -3.301 -1.000 -2.456 0.1 0.1 0.2
H -0.908 -0.810 4.359 0.0 0.0 0.0
H -2.566 -2.639 4.467 0.0 -0.1 0.1
H -3.511 -3.585 2.382 0.0 0.0 0.0
H -2.874 -2.625 0.198 -0.1 0.0 0.0
H -0.491 -0.746 -3.400 0.0 0.0 -0.1
H 0.913 -2.380 -4.616 0.0 0.0 -0.1
H 2.055 -4.183 -3.384 0.1 -0.1 -0.1
H 1.796 -4.378 -0.934 0.0 -0.1 0.0
H 0.363 -2.786 0.283 0.0 -0.1 0.0
H -3.131 1.385 -0.024 -0.2 0.0 -0.2
H -5.278 2.033 -1.083 -0.1 0.0 0.0
H -6.179 0.703 -2.957 -0.1 0.0 -0.1
H -4.926 -1.232 -3.827 0.0 -0.1 0.0
H -2.746 -1.839 -2.848 0.1 -0.1 0.0
F -1.940 5.264 -1.574 -0.3 0.6 -0.5
B -1.518 4.549 -0.600 -0.2 -0.4 0.0
F -2.302 3.775 0.119 -0.6 -0.1 0.3
F -0.232 4.455 -0.302 1.0 0.1 0.2
F -0.830 2.299 -1.748 -1.9 2.7 -6.3
N 1.591 2.009 -0.804 1.0 0.1 -0.4
C 2.603 1.595 0.101 0.2 0.2 0.1
C 3.453 0.535 -0.222 0.4 -0.3 0.2
C 4.486 0.197 0.628 0.0 -0.2 -0.4
C 4.656 0.888 1.838 -0.1 0.6 -0.1
C 3.795 1.945 2.166 -0.4 0.4 0.0
C 2.779 2.288 1.302 0.1 0.0 0.3
S 6.667 1.435 3.596 -1.5 0.0 0.8
O 7.266 0.602 4.572 0.2 0.0 -0.7
O 5.637 0.482 2.666 0.4 -0.3 0.3
O 6.045 2.684 3.907 0.6 -0.3 -0.5
H 1.759 1.611 -1.735 -0.1 0.3 0.3
H 1.573 3.035 -0.868 0.2 -0.3 -0.2
H 3.335 0.021 -1.167 0.0 -0.1 0.0
H 5.162 -0.610 0.388 0.1 -0.1 -0.1
H 3.933 2.499 3.083 -0.1 0.0 0.0
H 2.112 3.102 1.554 0.0 0.0 0.0
```
Positions in Å, forces in eV/Å.

Output
Lowest unoccupied orbital energy (spin up / spin down) (eV): -10.6 / -10.6
Charge: +2
Largest force on an atom (hartree/bohr): 0.1557
Highest occupied orbital energy (spin up / spin down) (eV): -13.997 / -13.994
Kohn-Sham gap (spin up / spin down) (eV): 3.43 / 3.43



The following is a quantum chemistry calculation of 2 unconnected molecules or ions with the total composition CH4NO3P at a distorted geometry, from the Open Molecules 2025 dataset.

Structure (XYZ):
```
10
Properties=species:S:1:pos:R:3:forces:R:3
N -1.973 1.623 0.118 -3.0 4.9 -1.2
C -0.907 1.002 0.589 3.7 -0.7 -0.6
O -0.880 -0.186 0.784 0.1 -0.6 0.8
H -1.887 2.653 -0.181 0.1 -2.3 0.9
H -3.008 1.410 0.232 2.4 -0.6 0.0
H 0.223 1.573 0.604 -3.3 -0.6 0.0
O 2.803 -2.380 -1.899 0.2 0.1 -0.4
P 2.713 -2.761 -0.490 0.0 -0.2 -0.1
O 1.654 -1.882 0.286 -0.1 0.5 0.7
H 1.262 -1.052 -0.041 -0.1 -0.4 -0.1
```
Positions in Å, forces in eV/Å.

Output
Lowest unoccupied orbital energy (eV): 0.5
Charge: 0
SMILES: NC=O.O=PO
Largest force on an atom (hartree/bohr): 0.1133
Highest occupied orbital energy (eV): -10.283
Kohn-Sham gap (eV): 10.76
Energy above the lowest of the compared OMol25 structures with the same formula, charge and spin (kJ/mol): 104.9



The following is a quantum chemistry calculation of 3 unconnected molecules or ions with the total composition C4H12O3 at a distorted geometry, from the Open Molecules 2025 dataset.

Structure (XYZ):
```
19
Properties=species:S:1:pos:R:3:forces:R:3
C 0.343 1.880 2.152 0.0 0.0 0.1
C -0.569 1.309 1.115 0.8 -0.6 -1.2
C -1.112 0.098 0.998 -0.2 0.3 0.9
C -2.115 -0.251 -0.059 -1.0 0.1 0.7
O -0.861 -0.828 1.981 0.2 -0.1 0.3
H 0.652 1.190 2.937 -0.3 -0.1 0.0
H -0.167 2.740 2.592 0.2 0.0 0.2
H 1.262 2.261 1.695 -0.1 0.0 0.0
H -0.590 1.860 0.179 -0.4 0.4 0.2
H -1.826 0.086 -1.029 0.4 0.0 -0.8
H -3.044 0.292 0.154 0.1 0.0 0.0
H -2.430 -1.294 -0.070 0.5 -0.2 -0.1
H -1.585 -1.436 2.156 -0.2 0.1 -0.3
O 2.632 -1.310 -0.852 0.0 -0.1 -0.1
H 2.995 -0.420 -0.880 0.0 0.0 0.1
H 2.736 -1.620 0.055 0.0 0.2 -0.1
O 0.780 -0.298 -4.333 -0.1 0.0 0.1
H 0.387 -0.408 -3.458 0.1 0.0 -0.1
H 1.277 -1.109 -4.476 0.0 0.0 0.0
```
Positions in Å, forces in eV/Å.

Output
Lowest unoccupied orbital energy (eV): 0.6
Charge: 0
SMILES: C/C=C(/C)O.O.O
Largest force on an atom (hartree/bohr): 0.0304
Highest occupied orbital energy (eV): -8.450
Kohn-Sham gap (eV): 9.00
Energy above the lowest of the compared OMol25 structures with the same formula, charge and spin (kJ/mol): 93.9